Density functional theory data (the ωB97M-V functional and the def2-TZVPD basis) for a 8-piece molecular cluster, C37H91N3O10PS overall at a distorted geometry.

Last column: Mulliken charge in e.
Atoms and positions in Å:
C -1.801 1.900 -4.902  -1.08
C -0.932 2.212 -3.654  -0.85
C -1.136 1.152 -2.585  -0.43
C -0.464 -0.185 -3.000  -0.47
C -1.430 -1.363 -2.766  -0.17
C -1.446 -1.626 -1.254  -0.91
N -0.242 -2.501 -1.072  -0.19
C 0.112 -2.923 -2.323  0.28
N 1.261 -3.459 -2.632  -0.16
P 2.517 -3.513 -1.357  0.37
C 2.259 -5.016 -0.398  -0.89
O 3.869 -3.759 -2.233  -0.52
N -0.961 -2.718 -3.168  0.01
S -0.928 -3.179 -4.794  1.23
C -0.227 -1.880 -5.762  -0.74
O -0.098 -4.340 -4.881  -0.71
O -2.291 -3.289 -5.185  -0.64
H -1.219 1.878 -5.815  0.28
H -2.275 0.926 -4.782  0.27
H -2.609 2.618 -4.981  0.35
H -1.180 3.192 -3.259  0.27
H 0.103 2.259 -3.985  0.39
H -2.197 1.008 -2.389  0.01
H -0.673 1.488 -1.661  0.40
H 0.453 -0.277 -2.419  0.20
H -0.154 -0.084 -4.034  0.58
H -2.370 -1.048 -3.201  0.64
H -1.369 -0.731 -0.650  0.35
H -2.371 -2.122 -0.977  0.15
H 0.522 -1.953 -0.665  0.46
H 1.362 -3.777 -3.593  0.32
H 1.939 -5.874 -0.985  0.43
H 3.212 -5.253 0.073  0.25
H 1.544 -4.809 0.392  0.26
H 3.705 -3.842 -3.173  0.26
H -0.812 -0.984 -5.605  0.14
H 0.821 -1.737 -5.523  0.29
H -0.353 -2.205 -6.788  0.50
C -4.035 0.715 2.358  -1.19
C -2.874 1.498 1.768  -0.07
O -2.967 1.715 0.370  -0.36
C -4.100 2.443 -0.080  0.36
C -4.196 3.842 0.493  -1.50
H -4.139 -0.245 1.847  0.21
H -3.860 0.527 3.417  0.45
H -4.985 1.241 2.267  0.38
H -1.954 0.928 1.903  -0.05
H -2.737 2.444 2.303  0.35
H -5.018 1.876 0.113  -0.23
H -3.991 2.500 -1.164  0.34
H -4.315 3.837 1.578  0.38
H -5.057 4.360 0.068  0.47
H -3.296 4.408 0.253  0.36
C -2.768 7.092 -3.472  -1.32
C -2.935 6.079 -2.351  -0.14
O -1.781 5.917 -1.547  -0.31
C -1.318 7.087 -0.886  0.26
C -2.321 7.716 0.066  -1.27
H -1.928 6.819 -4.111  0.25
H -3.672 7.131 -4.079  0.46
H -2.582 8.096 -3.090  0.28
H -3.129 5.095 -2.784  0.34
H -3.806 6.328 -1.735  0.29
H -0.977 7.822 -1.621  -0.27
H -0.437 6.775 -0.326  0.41
H -3.219 8.058 -0.450  0.27
H -1.873 8.578 0.559  0.47
H -2.629 7.001 0.828  0.28
C 6.513 -3.878 4.502  -1.19
C 5.438 -4.624 3.733  -0.01
O 4.960 -3.928 2.586  -0.05
C 5.927 -3.636 1.594  -0.49
C 6.602 -4.863 1.005  -1.06
H 6.149 -2.899 4.818  0.31
H 6.796 -4.449 5.386  0.37
H 7.412 -3.720 3.906  0.29
H 4.570 -4.765 4.375  0.02
H 5.783 -5.625 3.458  0.26
H 6.673 -2.934 1.980  0.42
H 5.384 -3.110 0.805  0.27
H 7.167 -5.419 1.754  0.30
H 7.295 -4.567 0.217  0.40
H 5.862 -5.544 0.579  0.22
C 1.883 -3.092 3.959  -0.78
C 2.139 -1.953 2.990  -0.18
O 0.982 -1.564 2.255  -0.29
C -0.118 -1.109 3.021  0.08
C 0.162 0.147 3.820  -1.21
H 1.483 -3.959 3.430  0.23
H 2.810 -3.381 4.449  0.12
H 1.166 -2.819 4.734  0.42
H 2.865 -2.278 2.245  -0.05
H 2.581 -1.094 3.505  0.31
H -0.498 -1.913 3.660  0.30
H -0.904 -0.893 2.294  0.03
H 0.943 0.017 4.569  0.39
H -0.746 0.466 4.333  0.39
H 0.484 0.943 3.147  0.29
C 1.504 7.971 -3.093  -1.09
C 0.884 9.329 -3.376  -0.19
O 1.276 10.342 -2.472  -0.43
C 2.662 10.632 -2.419  -0.33
C 3.251 11.096 -3.739  -1.02
H 1.269 7.649 -2.079  0.30
H 1.118 7.229 -3.794  0.37
H 2.590 7.987 -3.192  0.39
H -0.200 9.262 -3.276  0.11
H 1.083 9.634 -4.410  0.35
H 3.218 9.771 -2.031  0.29
H 2.758 11.425 -1.678  0.34
H 3.186 10.329 -4.512  0.26
H 4.304 11.347 -3.609  0.39
H 2.725 11.980 -4.102  0.29
C 5.652 -9.259 7.055  -1.07
C 5.368 -7.770 6.956  -0.38
O 4.867 -7.358 5.695  -0.31
C 3.645 -7.944 5.286  -0.36
C 2.481 -7.677 6.225  -1.12
H 6.358 -9.565 6.283  0.30
H 6.078 -9.493 8.030  0.39
H 4.748 -9.858 6.936  0.27
H 6.296 -7.214 7.090  0.30
H 4.694 -7.453 7.759  0.32
H 3.771 -9.020 5.126  0.36
H 3.432 -7.505 4.310  0.31
H 2.645 -8.105 7.214  0.30
H 1.568 -8.114 5.821  0.40
H 2.329 -6.603 6.348  0.30
C -7.845 -0.277 0.192  -0.85
C -7.913 -0.348 -1.321  -0.34
O -6.638 -0.326 -1.937  -0.44
C -5.779 -1.408 -1.660  0.68
C -6.304 -2.757 -2.118  -1.41
H -7.293 0.616 0.489  0.11
H -8.848 -0.229 0.616  0.44
H -7.342 -1.141 0.629  0.24
H -8.425 0.538 -1.695  0.36
H -8.496 -1.212 -1.657  0.30
H -5.518 -1.435 -0.594  -0.03
H -4.857 -1.177 -2.201  -0.16
H -7.222 -3.035 -1.601  0.37
H -5.565 -3.536 -1.923  0.41
H -6.516 -2.740 -3.188  0.35

Computed properties:
HOMO-LUMO gap = 8.3 eV
2S+1 = 1
net charge = +1

***

Density functional theory data (the ωB97M-V functional and the def2-TZVPD basis) for a 2-piece molecular cluster, C6H8 overall.

Last column: natural (NBO) charge in e.
Atoms and positions in Å:
C -1.772 -0.752 -0.577  -0.51
C -1.590 -0.062 0.515  0.12
C -1.364 0.625 1.603  -0.51
C 1.617 -0.125 0.345  -0.17
C 1.457 0.709 -0.892  -0.44
C 1.678 -0.771 -0.773  -0.21
H -2.758 -0.899 -1.010  0.23
H -1.156 1.691 1.557  0.23
H -1.364 0.149 2.580  0.22
H 1.633 -0.112 1.423  0.23
H 2.276 1.356 -1.220  0.18
H 0.465 1.088 -1.160  0.18
H -0.916 -1.195 -1.083  0.23
H 1.792 -1.701 -1.308  0.22

Computed properties:
HOMO-LUMO gap = 10.5 eV
2S+1 = 1
relative energy (zero: lowest compared OMol25 entry of this formula, charge and spin) = 372.6 kJ/mol
SMILES string = C1=CC1.C=C=C

***

Density functional theory data (the ωB97M-V functional and the def2-TZVPD basis) for a single C3H2ClFO2 molecule at a distorted geometry.

Last column: natural (NBO) charge in e.
Atoms and positions in Å:
C -0.512 -0.925 0.391  -0.04
C 0.177 -1.972 0.147  0.64
C 1.018 0.306 -0.770  0.39
O -0.124 0.298 0.087  -0.48
O 1.950 -0.515 -0.526  -0.59
F 0.328 -3.233 0.212  -0.21
Cl 0.197 -0.030 -2.397  -0.21
H -1.567 -0.908 1.005  0.29
H 1.327 1.505 -0.868  0.20

Computed properties:
HOMO-LUMO gap (alpha / beta) = 7.8 / 7.8 eV
2S+1 = 1
relative energy (zero: lowest compared OMol25 entry of this formula, charge and spin) = 497.9 kJ/mol

***

Density functional theory data (the ωB97M-V functional and the def2-TZVPD basis) for a 2-piece molecular cluster, CFNO2S2 overall at a distorted geometry.

Last column: natural (NBO) charge in e.
Atoms and positions in Å:
C -1.057 -0.949 2.304  -0.04
N -0.453 -1.546 3.119  -0.23
O 0.021 1.818 -1.471  -0.84
O 0.185 0.110 -3.138  -0.82
F -0.760 -0.702 -0.207  -0.46
S -1.629 0.063 1.045  0.73
S 0.872 1.117 -2.329  1.66

Computed properties:
HOMO-LUMO gap = 9.1 eV
2S+1 = 1
relative energy (zero: lowest compared OMol25 entry of this formula, charge and spin) = 58.7 kJ/mol

***

Density functional theory data (the ωB97M-V functional and the def2-TZVPD basis) for C29H66N7O10V as an isolated structure at a distorted geometry.

Last column: Mulliken spin population.
Atoms and positions in Å:
V -0.238 -0.211 0.263  2.83
C 1.877 4.566 0.556  0.00
N 2.437 4.804 2.011  0.00
C 3.728 3.888 2.143  0.00
C 2.945 6.275 2.078  0.00
C 1.458 4.517 3.191  0.00
C 0.584 3.238 3.047  0.00
O -0.400 3.552 2.046  0.00
H 1.078 5.262 0.299  0.00
H 1.468 3.556 0.527  0.00
H 2.713 4.650 -0.138  0.00
H 3.464 2.832 2.183  0.00
H 4.120 4.193 3.113  0.00
H 4.484 4.181 1.414  0.00
H 2.116 6.982 2.064  0.00
H 3.672 6.343 1.269  0.00
H 3.537 6.278 2.994  0.00
H 0.744 5.333 3.091  0.00
H 2.037 4.503 4.115  0.00
H 0.030 3.041 3.965  0.00
H 1.169 2.341 2.845  0.00
H -0.925 2.753 1.964  0.01
C 3.816 0.800 -0.688  0.00
C 2.339 0.363 -0.316  0.04
O 1.875 -0.764 -0.583  0.00
O 1.474 1.134 0.156  0.04
H 4.580 0.574 0.056  0.00
H 3.899 1.855 -0.946  0.00
H 3.954 0.279 -1.635  0.00
C -3.767 0.946 2.970  0.00
C -2.989 0.521 1.680  0.02
O -1.662 1.077 1.487  -0.01
H -3.186 0.972 3.892  0.00
H -4.482 0.215 3.349  0.00
H -4.127 1.974 3.000  0.00
H -3.639 0.721 0.828  -0.01
H -2.869 -0.562 1.637  0.01
C 1.913 -0.017 -4.069  0.00
O 2.061 1.107 -4.404  0.00
N 1.223 -0.968 -4.711  0.00
C 1.470 -2.380 -4.462  0.00
C 0.456 -0.754 -5.965  0.00
H 2.300 -0.336 -3.089  0.00
H 1.829 -2.657 -3.471  0.00
H 2.151 -2.781 -5.213  0.00
H 0.598 -3.032 -4.490  0.00
H 1.082 -0.929 -6.840  0.00
H -0.449 -1.347 -6.095  0.00
H 0.132 0.284 -6.050  0.00
C -1.560 0.179 -2.757  0.01
O -1.051 0.123 -1.668  0.00
N -2.515 1.075 -3.050  0.01
C -2.965 1.098 -4.495  0.00
C -3.078 2.132 -2.185  -0.01
H -1.438 -0.499 -3.616  0.00
H -2.464 0.350 -5.109  0.00
H -2.633 2.096 -4.782  0.00
H -4.009 0.882 -4.720  0.00
H -4.092 2.437 -2.443  0.00
H -2.925 1.806 -1.156  0.01
H -2.547 3.077 -2.300  0.00
C 0.093 -1.271 3.332  0.01
O 0.245 -1.189 2.095  -0.02
N 0.826 -0.597 4.271  0.00
C 2.005 0.237 4.091  -0.01
C 0.395 -0.711 5.709  0.00
H -0.599 -1.941 3.865  0.00
H 2.910 -0.162 4.550  0.00
H 1.916 1.218 4.559  0.00
H 2.253 0.215 3.030  0.01
H -0.388 -1.419 5.978  0.00
H 1.356 -0.871 6.197  0.00
H 0.026 0.276 5.989  0.00
C -1.425 -3.362 0.126  0.02
O -1.231 -2.176 0.001  0.01
N -1.026 -4.298 -0.732  0.00
C -1.215 -5.697 -0.543  0.00
C -0.292 -4.050 -1.914  0.00
H -1.707 -3.827 1.083  0.00
H -1.472 -6.047 -1.543  0.00
H -2.029 -5.956 0.134  0.00
H -0.322 -6.287 -0.340  0.00
H 0.699 -4.496 -1.990  0.00
H -0.801 -4.502 -2.766  0.00
H -0.257 -3.015 -2.252  0.00
C 3.872 -5.125 2.287  0.00
O 3.709 -6.356 2.103  0.00
N 3.434 -4.189 1.391  0.00
C 3.386 -2.816 1.977  0.00
C 2.822 -4.428 0.112  0.00
H 4.571 -4.783 3.066  0.00
H 3.788 -2.728 2.986  0.00
H 2.379 -2.398 1.940  0.00
H 3.937 -2.108 1.358  0.00
H 3.386 -4.012 -0.723  0.00
H 2.546 -5.459 -0.110  0.00
H 1.852 -3.932 0.081  0.00
C -7.382 -1.896 -0.061  0.00
C -5.956 -2.242 0.252  0.00
O -5.602 -2.563 1.389  0.00
C -4.910 -2.360 -0.848  0.00
H -7.448 -1.033 -0.724  0.00
H -8.025 -1.668 0.790  0.00
H -7.844 -2.707 -0.623  0.00
H -4.337 -3.284 -0.770  0.00
H -4.319 -1.458 -0.689  0.00
H -5.463 -2.261 -1.783  0.00
C 0.380 4.091 -3.581  0.00
C -0.249 4.745 -2.418  0.00
N -0.789 5.309 -1.498  0.00
H 0.335 3.028 -3.346  0.00
H 1.385 4.459 -3.786  0.00
H -0.217 4.167 -4.490  0.00

Computed properties:
HOMO-LUMO gap (alpha / beta) = 6.9 / 7.7 eV
2S+1 = 4
⟨S²⟩ = 3.754
net charge = +1

***

Density functional theory data (the ωB97M-V functional and the def2-TZVPD basis) for a 16-piece molecular cluster, C18H65F3N28O17 overall at a distorted geometry.

Last column: Mulliken charge in e.
Atoms and positions in Å:
O -0.291 -0.554 0.034  3.17
H -0.371 -0.162 -0.838  -0.17
H -0.942 -1.256 0.113  0.30
H -0.380 0.055 0.771  -0.56
C -0.894 0.677 3.524  -0.56
O -0.055 0.923 4.612  -0.50
O -0.177 0.928 2.363  0.15
C -1.711 -0.611 3.625  0.29
F -2.503 -0.670 4.688  -0.35
F -2.470 -0.918 2.570  -0.31
F -0.936 -1.721 3.787  -0.36
C -0.643 1.610 5.765  -0.45
C -0.200 3.051 5.765  -0.92
H 0.864 3.013 5.998  0.25
H -0.471 3.542 4.830  0.12
H -0.580 3.609 6.621  0.46
H -0.280 1.048 6.626  0.46
H -1.729 1.655 5.848  0.27
H -1.675 1.436 3.550  0.57
C -0.984 -0.082 -3.631  0.17
O -0.383 -0.504 -2.632  -0.11
N -1.957 0.719 -3.591  -0.12
N -0.544 -0.286 -4.792  -0.41
H -2.281 1.378 -4.284  0.26
H -2.317 1.076 -2.717  -0.25
H 0.300 -0.838 -4.840  0.26
H -1.003 0.274 -5.496  0.17
C -3.931 1.643 -0.850  0.45
O -4.667 0.815 -1.283  -0.74
N -3.601 2.717 -1.462  -0.15
N -3.244 1.491 0.232  0.40
H -3.868 2.788 -2.433  0.22
H -2.976 3.369 -1.011  -0.05
H -2.741 2.316 0.527  -0.31
H -3.563 0.778 0.871  0.06
C 2.753 -1.593 2.097  0.24
O 3.406 -2.576 1.983  -0.85
N 3.002 -0.468 1.444  0.10
N 1.717 -1.415 2.795  -0.09
H 3.918 -0.392 1.024  0.17
H 2.605 0.427 1.692  -0.26
H 1.345 -0.476 2.825  -0.12
H 1.474 -2.201 3.379  0.44
C 4.898 -4.078 -1.297  0.48
O 5.928 -4.434 -0.690  -0.78
N 4.120 -3.228 -0.881  0.09
N 4.517 -4.435 -2.512  -0.32
H 3.780 -2.604 -1.599  0.25
H 4.238 -2.939 0.079  0.08
H 4.921 -5.280 -2.889  0.21
H 3.699 -4.017 -2.933  0.18
C -3.043 -2.875 -0.146  0.09
O -2.019 -2.427 0.332  -0.81
N -4.087 -2.220 -0.541  -0.29
N -3.389 -4.137 -0.237  -0.33
H -4.174 -1.242 -0.303  -0.06
H -4.908 -2.776 -0.733  0.18
H -4.302 -4.488 -0.488  0.13
H -2.783 -4.915 -0.020  0.28
C 0.143 -3.717 -2.422  0.54
O 0.731 -3.705 -3.474  -0.74
N 0.649 -3.489 -1.211  0.36
N -1.080 -4.153 -2.461  -0.32
H 0.120 -3.972 -0.499  -0.03
H 1.600 -3.169 -1.095  -0.02
H -1.549 -4.359 -1.590  -0.03
H -1.246 -4.698 -3.295  0.24
C 0.457 -5.221 1.781  0.63
O 0.985 -6.340 1.631  -0.78
N 1.136 -4.141 1.600  0.06
N -0.704 -4.927 2.291  -0.20
H 0.535 -3.354 1.800  -0.14
H 2.127 -3.950 1.547  0.12
H -1.097 -3.997 2.317  0.09
H -1.140 -5.814 2.500  0.19
C 4.874 2.042 -2.350  0.43
O 4.213 1.691 -1.393  -0.76
N 5.463 1.300 -3.213  -0.35
N 5.038 3.313 -2.686  -0.42
H 6.202 1.875 -3.592  0.21
H 5.536 0.314 -3.004  0.28
H 4.594 3.980 -2.070  0.26
H 5.381 3.532 -3.610  0.15
C 0.937 2.549 -1.057  -0.01
O -0.319 2.656 -1.217  -0.35
N 1.559 2.128 0.042  0.65
N 1.682 2.604 -2.086  0.06
H 2.529 1.867 -0.063  0.20
H 1.047 2.045 0.908  -0.75
H 2.666 2.376 -2.096  -0.10
H 1.265 2.803 -2.984  0.30
C -5.534 -4.219 3.773  0.62
O -6.067 -3.208 4.199  -0.62
N -5.530 -5.434 4.315  -0.43
N -4.699 -4.270 2.757  -0.19
H -5.311 -6.274 3.799  0.19
H -5.919 -5.416 5.247  0.22
H -4.244 -5.060 2.322  0.20
H -4.362 -3.360 2.477  -0.01
C 3.232 -0.794 -3.967  0.14
O 3.344 -1.618 -3.076  -0.67
N 4.008 -0.674 -5.040  -0.39
N 2.365 0.157 -3.913  0.24
H 4.037 -0.019 -5.808  0.15
H 4.794 -1.307 -5.079  0.27
H 1.946 0.387 -3.024  -0.42
H 2.251 0.739 -4.730  0.19
C -2.015 4.820 -4.737  0.66
O -2.554 4.882 -5.811  -0.67
N -1.047 4.025 -4.291  -0.22
N -2.446 5.662 -3.788  -0.37
H -0.732 3.336 -4.959  0.11
H -0.626 4.126 -3.379  0.08
H -3.161 6.335 -4.023  0.20
H -1.887 5.699 -2.948  0.15
C 2.680 3.258 3.173  0.37
O 3.665 3.988 3.272  -0.76
N 2.553 2.084 3.697  -0.03
N 1.495 3.534 2.602  0.04
H 1.659 1.640 3.850  0.09
H 3.219 1.913 4.437  0.27
H 0.798 2.805 2.547  -0.18
H 1.536 4.356 2.015  0.11
C -2.472 4.844 1.227  0.74
O -3.376 4.060 1.159  -0.63
N -2.445 5.907 2.013  -0.45
N -1.393 4.849 0.362  -0.14
H -1.509 6.284 2.058  0.16
H -3.204 5.983 2.675  0.29
H -1.233 3.981 -0.129  -0.08
H -0.567 5.405 0.530  0.29

Computed properties:
HOMO-LUMO gap = 7.6 eV
2S+1 = 1
relative energy (zero: lowest compared OMol25 entry of this formula, charge and spin) = 557.0 kJ/mol